Entry 1:
6 unconnected molecules or ions with the total composition C32H58N10O2 in a non-equilibrium geometry. Source: the Open Molecules 2025 dataset; level of theory: ωB97M-V/def2-TZVPD.

```
102
C32H58N10O2 ωB97M-V/def2-TZVPD
C 18.259 -33.591 -29.115
C 17.639 -32.761 -30.278
N 18.610 -31.726 -30.736
C 18.356 -30.850 -31.734
C 19.402 -29.857 -31.787
N 20.237 -30.163 -30.759
C 19.698 -31.298 -30.082
C 21.240 -29.273 -30.252
H 17.542 -34.376 -28.877
H 18.257 -33.099 -28.142
H 19.248 -34.029 -29.251
H 16.705 -32.252 -30.038
H 17.414 -33.405 -31.128
H 17.490 -31.005 -32.359
H 19.595 -29.081 -32.513
H 20.020 -31.711 -29.137
H 21.671 -29.625 -29.315
H 20.882 -28.244 -30.217
H 22.149 -29.272 -30.854
C 28.947 -28.320 -32.750
C 27.619 -29.210 -32.904
N 26.681 -28.821 -31.866
C 25.903 -29.676 -31.082
C 24.957 -28.860 -30.492
N 25.127 -27.536 -30.830
C 26.180 -27.509 -31.719
C 24.182 -26.513 -30.656
H 29.826 -28.877 -33.074
H 29.144 -27.975 -31.735
H 28.852 -27.438 -33.385
H 27.920 -30.255 -32.834
H 27.132 -28.987 -33.853
H 26.042 -30.745 -31.152
H 24.109 -29.097 -29.867
H 26.436 -26.587 -32.220
H 24.407 -25.964 -29.742
H 23.178 -26.935 -30.626
H 24.184 -25.853 -31.524
C 27.014 -26.447 -24.866
C 26.441 -27.522 -23.857
N 26.269 -28.809 -24.611
C 27.251 -29.817 -24.623
C 26.732 -30.765 -25.514
N 25.572 -30.332 -26.104
C 25.378 -29.051 -25.633
C 24.889 -30.921 -27.297
H 28.072 -26.648 -25.032
H 26.983 -25.462 -24.402
H 26.573 -26.428 -25.863
H 25.441 -27.330 -23.467
H 27.186 -27.541 -23.062
H 28.152 -29.683 -24.043
H 27.205 -31.672 -25.862
H 24.557 -28.393 -25.875
H 24.115 -30.258 -27.682
H 24.351 -31.832 -27.034
H 25.650 -31.113 -28.054
C 23.974 -36.477 -27.543
C 25.424 -36.363 -27.963
N 25.506 -35.999 -29.354
C 25.509 -36.918 -30.378
C 25.803 -36.226 -31.554
N 26.172 -34.903 -31.282
C 25.912 -34.815 -29.920
C 26.575 -33.862 -32.166
H 23.476 -37.417 -27.778
H 23.452 -35.549 -27.775
H 23.975 -36.489 -26.453
H 25.988 -37.233 -27.626
H 25.877 -35.519 -27.443
H 25.326 -37.969 -30.207
H 25.724 -36.582 -32.571
H 25.916 -33.891 -29.360
H 25.832 -33.067 -32.113
H 26.784 -34.211 -33.177
H 27.565 -33.519 -31.864
C 22.603 -36.994 -32.890
C 21.482 -37.068 -34.059
N 21.702 -38.024 -35.137
C 20.737 -38.392 -36.046
C 21.282 -39.302 -37.016
N 22.553 -39.528 -36.623
C 22.830 -38.768 -35.455
C 23.492 -40.341 -37.373
H 22.272 -36.830 -31.864
H 23.472 -36.389 -33.148
H 22.926 -38.020 -32.715
H 21.255 -36.103 -34.512
H 20.568 -37.229 -33.487
H 19.754 -37.951 -35.973
H 20.929 -39.785 -37.915
H 23.728 -38.659 -34.867
H 24.477 -40.394 -36.910
H 23.529 -39.976 -38.399
H 23.144 -41.372 -37.438
C 22.200 -34.199 -30.302
C 22.858 -33.024 -29.628
O 22.477 -32.768 -28.440
O 23.810 -32.419 -30.177
H 22.834 -35.048 -30.557
H 21.707 -33.912 -31.230
H 21.424 -34.565 -29.630
```

As for the orbital gap: 8.1 eV. The lowest unoccupied orbital energy is -8.2193 eV. As for the total charge: +4.

Entry 2:
8 unconnected molecules or ions with the total composition C32H58O19S5 in a non-equilibrium geometry. Source: the Open Molecules 2025 dataset; level of theory: ωB97M-V/def2-TZVPD.

```
114
C32H58O19S5 ωB97M-V/def2-TZVPD
C -0.307 -0.955 0.689
C 1.250 -0.734 -0.044
C 1.254 0.485 -0.869
O 2.511 0.945 -0.579
C 3.029 0.395 0.428
O 4.003 0.782 0.980
O 2.159 -0.565 0.879
H -1.074 -1.083 -0.046
H -0.350 -0.042 1.375
H -0.401 -1.684 1.153
H 1.470 -1.856 -0.597
H 0.538 1.221 -0.658
H 0.977 0.298 -2.059
C 1.789 1.981 -5.891
C 0.439 1.435 -5.468
C -0.217 0.431 -6.409
O 0.027 -0.812 -5.790
C 0.346 -0.719 -4.660
O 0.559 -1.527 -3.872
O 0.639 0.641 -4.332
H 2.046 2.727 -5.059
H 1.690 2.745 -6.698
H 2.530 1.331 -6.179
H -0.299 2.073 -5.078
H 0.295 0.599 -7.515
H -1.387 0.532 -6.713
C -2.099 -3.338 6.393
C -2.723 -3.792 5.059
C -2.542 -2.736 3.963
O -1.618 -3.299 3.070
C -1.363 -4.540 3.425
O -0.370 -5.163 2.877
O -1.999 -4.843 4.535
H -2.453 -4.172 6.996
H -2.324 -2.272 6.663
H -0.984 -3.421 6.259
H -3.761 -4.261 5.040
H -2.139 -1.868 4.302
H -3.456 -2.366 3.560
O -1.875 2.174 0.120
S -2.141 3.408 -0.644
O -1.768 4.658 -0.077
C -1.457 3.174 -2.190
C -2.137 4.290 -3.044
C -3.627 4.403 -2.619
C -3.793 3.624 -1.343
H -1.561 2.308 -2.601
H -0.426 3.019 -2.176
H -1.555 5.273 -2.812
H -1.773 4.399 -3.961
H -4.269 3.774 -3.421
H -3.805 5.525 -2.353
H -4.186 2.667 -1.547
H -4.400 4.071 -0.668
O 5.351 -2.384 -3.530
S 4.979 -1.176 -4.160
O 4.347 -1.166 -5.404
C 3.982 -0.214 -3.174
C 4.735 1.112 -2.811
C 5.797 1.381 -3.834
C 6.428 0.002 -4.162
H 3.709 -0.687 -2.420
H 3.329 0.232 -3.893
H 4.327 1.933 -2.284
H 5.318 0.734 -1.876
H 6.590 1.959 -3.340
H 5.424 1.733 -4.902
H 7.292 -0.566 -3.499
H 6.570 -0.014 -5.087
O -2.183 0.073 5.930
S -1.315 1.198 5.911
O -0.214 1.429 6.836
C -0.619 1.305 4.213
C -1.142 2.607 3.611
C -1.726 3.541 4.749
C -2.291 2.673 5.837
H -0.952 0.340 3.557
H 0.560 1.301 4.417
H -0.402 3.059 2.936
H -1.945 2.308 3.053
H -2.324 4.242 4.374
H -0.721 4.087 5.188
H -3.225 2.609 5.588
H -2.331 3.116 6.978
O -2.912 0.238 -1.777
S -4.050 -0.489 -2.333
O -5.402 0.031 -2.189
C -3.772 -0.736 -4.092
C -4.115 -2.273 -4.198
C -3.454 -2.918 -2.938
C -4.008 -2.093 -1.819
H -2.918 -0.466 -4.299
H -4.430 -0.218 -4.764
H -5.143 -2.425 -4.451
H -3.730 -2.817 -5.179
H -2.392 -3.308 -3.078
H -3.881 -4.118 -2.640
H -3.418 -2.330 -0.873
H -5.003 -2.454 -1.420
O 3.761 0.480 5.195
S 3.509 -0.978 5.350
O 4.017 -1.649 6.460
C 1.770 -1.423 5.039
C 2.000 -2.817 4.545
C 3.189 -2.964 3.645
C 4.239 -1.839 3.939
H 1.387 -0.853 4.214
H 1.257 -1.227 6.054
H 2.105 -3.263 5.447
H 1.120 -3.196 4.088
H 2.764 -2.780 2.701
H 3.705 -3.860 3.434
H 4.366 -1.238 3.114
H 5.165 -2.088 4.241
```

As for the orbital gap: 9.2 eV. As for the SMILES: C[C@H]1COC(=O)O1.C[C@H]1COC(=O)O1.C[C@H]1COC(=O)O1.O=S1(=O)CCCC1.O=S1(=O)CCCC1.O=S1(=O)CCCC1.O=S1(=O)CCCC1.O=S1(=O)CCCC1. The lowest unoccupied orbital energy is -0.2594 eV. As for the total charge: 0. The energy above the lowest of the compared OMol25 structures with the same formula, charge and spin is 343.9 kcal/mol.